Formula: C34H41ClF6GeN5O8S2Sn
Source: OMol25
Level of theory: ωB97M-V/def2-TZVPD

Each line ends with the Löwdin spin population.
Positions of all 99 atoms, in Å:
Sn  -1.1532  0.8982  1.0308  0.00
C  -1.6466  -0.5458  7.3354  0.00
C  -1.7208  -1.6095  6.2588  0.00
C  -0.3492  -1.9351  5.7011  0.00
C  -2.4778  -2.8424  6.7091  0.00
O  -2.5339  -0.9537  5.2011  0.00
Ge  -2.8413  -1.4487  3.6112  0.00
O  -3.9804  -0.5532  2.7224  0.00
C  -5.0650  0.3062  3.3233  0.00
C  -5.8699  -0.5497  4.2779  0.00
C  -5.8721  0.7168  2.1078  0.00
C  -4.4100  1.4875  4.0050  0.00
O  -1.9720  -2.7219  2.8923  0.00
C  -2.2674  -3.4719  1.6352  0.00
C  -0.9668  -4.1970  1.3522  0.00
C  -3.4014  -4.4219  1.9568  0.00
C  -2.6077  -2.5078  0.5140  0.00
H  -1.1382  -0.9495  8.2100  0.00
H  -2.6485  -0.2349  7.6349  0.00
H  -1.0971  0.3233  6.9742  0.00
H  0.2854  -2.2957  6.5107  0.00
H  0.1101  -1.0354  5.2884  0.00
H  -0.3960  -2.7094  4.9351  0.00
H  -1.9330  -3.3395  7.5115  0.00
H  -2.5813  -3.5579  5.8877  0.00
H  -3.4658  -2.5766  7.0836  0.00
H  -6.2884  -1.4149  3.7622  0.00
H  -6.7008  0.0414  4.6628  0.00
H  -5.2735  -0.8699  5.1350  0.00
H  -6.3080  -0.1534  1.6181  0.00
H  -5.2389  1.2542  1.3994  0.00
H  -6.6806  1.3782  2.4182  0.00
H  -3.7553  1.1674  4.8163  0.00
H  -5.1887  2.1222  4.4303  0.00
H  -3.8469  2.0862  3.2907  0.00
H  -0.6875  -4.8299  2.1933  0.00
H  -0.1652  -3.4815  1.1638  0.00
H  -1.0851  -4.8260  0.4704  0.00
H  -3.1329  -5.0770  2.7845  0.00
H  -3.6276  -5.0401  1.0882  0.00
H  -4.3088  -3.8681  2.2123  0.00
H  -1.8060  -1.7742  0.3868  0.00
H  -3.5511  -1.9906  0.6864  0.00
H  -2.6922  -3.0722  -0.4155  0.00
C  9.5426  0.9347  -8.4817  0.00
O  8.1486  0.6332  -8.6663  0.09
C  7.3460  0.5522  -7.6297  0.09
C  7.7588  0.7406  -6.2896  0.04
C  6.8410  0.6354  -5.2843  0.05
C  5.4848  0.3412  -5.5622  0.08
C  5.0864  0.1532  -6.9162  0.03
C  5.9926  0.2557  -7.9213  0.02
C  4.5101  0.2331  -4.5509  0.05
N  3.2110  -0.0441  -4.7688  0.07
C  2.6298  -0.0428  -3.5729  0.09
C  3.5713  0.2373  -2.5535  0.17
N  4.7473  0.4039  -3.1950  0.03
C  3.2269  0.3289  -1.1755  0.01
C  4.1394  0.6316  -0.1542  0.03
C  3.6809  0.7348  1.1313  -0.01
C  2.3173  0.5584  1.3629  0.04
N  1.4385  0.2696  0.4123  0.00
C  1.8722  0.1326  -0.8474  0.05
C  0.8832  -0.1899  -1.8976  0.02
N  -0.3791  -0.3587  -1.5099  0.01
C  -1.3097  -0.5766  -2.4233  0.01
C  -1.0374  -0.6601  -3.7897  0.00
C  0.2640  -0.5057  -4.2029  0.01
C  1.2491  -0.2652  -3.2440  0.00
H  9.9712  0.9459  -9.4769  0.00
H  10.0222  0.1631  -7.8816  0.00
H  9.6620  1.9128  -8.0182  0.00
H  8.7876  0.9661  -6.0576  0.00
H  7.1799  0.7825  -4.2671  0.00
H  4.0507  -0.0707  -7.1252  0.00
H  5.7139  0.1184  -8.9566  0.00
H  5.6319  0.6328  -2.7742  0.00
H  5.1881  0.7868  -0.3751  0.00
H  4.3399  0.9668  1.9550  0.00
H  1.9116  0.6750  2.3621  0.00
H  -2.3255  -0.6826  -2.0579  0.00
H  -1.8375  -0.8354  -4.4939  0.00
H  0.5398  -0.5567  -5.2476  0.00
F  -0.2073  5.6314  0.3715  0.00
C  0.1742  5.1237  -0.7775  0.00
F  1.4854  5.2783  -0.9233  0.00
F  -0.4615  5.6945  -1.7824  0.00
S  -0.1949  3.3024  -0.8640  0.00
O  0.0174  2.7628  0.5084  0.00
O  0.6461  2.7671  -1.8833  0.00
N  -1.6967  3.1712  -1.2120  0.00
S  -2.8712  3.5187  -0.2338  0.00
O  -2.9507  2.4934  0.8400  0.00
O  -2.9858  4.8690  0.2074  0.00
C  -4.2776  3.1807  -1.3688  0.00
F  -4.2480  4.0288  -2.3740  0.00
F  -5.4016  3.3082  -0.6872  0.00
F  -4.1842  1.9309  -1.8296  0.00
Cl  -0.5577  1.0742  3.3809  0.00

ΔE to the lowest compared entry with this formula, charge and spin	0.00	kJ/mol
highest occupied orbital energy (alpha / beta)	-12.9 / -13.3	eV
lowest unoccupied orbital energy (alpha / beta)	-5.1782 / -8.0443	eV
net charge	+2
multiplicity	2

Formula: C21H24N4O3S
Source: OMol25
Level of theory: ωB97M-V/def2-TZVPD

Each line ends with the natural charge from an NBO analysis.
Positions of all 53 atoms, in Å:
C  3.7053  2.2931  2.9000  -0.61
C  3.1312  1.2564  1.9393  -0.22
N  1.9029  1.7167  1.3456  -0.36
C  1.7040  2.3163  0.1288  0.28
C  2.7962  2.6357  -0.8345  -0.11
O  3.3398  1.4875  -1.4527  -0.50
C  2.6495  0.9066  -2.4875  0.28
C  3.3152  -0.1331  -3.1351  -0.26
C  2.7172  -0.7869  -4.1928  -0.19
C  1.4528  -0.4120  -4.6195  -0.25
C  0.7924  0.6153  -3.9712  -0.20
C  1.3779  1.2786  -2.9044  -0.27
N  0.4389  2.5679  -0.0444  -0.26
N  -0.2269  2.1598  1.0450  -0.36
C  0.6514  1.6587  1.8796  0.19
S  0.3121  1.0436  3.4657  0.28
C  -1.4717  1.4139  3.5619  -0.61
C  -2.3181  0.2560  3.0344  0.67
O  -3.0456  -0.3809  3.7633  -0.61
N  -2.1389  0.0478  1.7141  -0.65
C  -2.6150  -1.0435  0.9728  0.18
C  -3.8466  -1.6254  1.2051  -0.22
C  -4.2800  -2.7055  0.4425  -0.03
C  -5.6214  -3.3173  0.7103  -0.62
C  -3.4558  -3.1784  -0.5638  -0.21
C  -2.2117  -2.6116  -0.8035  -0.28
C  -1.7728  -1.5486  -0.0344  0.26
O  -0.5482  -0.9384  -0.1450  -0.51
C  0.3812  -1.4911  -1.0416  -0.25
H  3.9072  3.2289  2.3831  0.21
H  4.6328  1.9219  3.3256  0.22
H  3.0031  2.4842  3.7078  0.22
H  3.8342  1.0417  1.1310  0.23
H  2.9143  0.3299  2.4789  0.22
H  3.6369  3.0945  -0.3035  0.21
H  2.4127  3.3443  -1.5762  0.22
H  4.3010  -0.4068  -2.7927  0.22
H  3.2423  -1.5892  -4.6892  0.22
H  0.9870  -0.9204  -5.4500  0.22
H  -0.1962  0.9103  -4.2902  0.22
H  0.8265  2.0542  -2.3976  0.24
H  -1.6880  1.5673  4.6182  0.26
H  -1.6370  2.3254  2.9893  0.27
H  -1.4885  0.6537  1.2172  0.44
H  -4.4649  -1.2386  1.9986  0.24
H  -5.7426  -4.2470  0.1604  0.21
H  -6.4141  -2.6327  0.4092  0.22
H  -5.7412  -3.5171  1.7731  0.22
H  -3.7752  -4.0108  -1.1737  0.21
H  -1.5925  -3.0168  -1.5882  0.22
H  0.5838  -2.5414  -0.8083  0.18
H  1.2961  -0.9132  -0.9209  0.20
H  0.0469  -1.4036  -2.0796  0.18

ΔE to the lowest compared entry with this formula, charge and spin	145.00	kJ/mol
highest occupied orbital energy	-7.9	eV
SMILES	CCn1c(COc2ccccc2)nnc1SCC(=O)Nc1cc(C)ccc1OC
lowest unoccupied orbital energy	0.5164	eV

Formula: CH3NO3Si
Source: OMol25
Level of theory: ωB97M-V/def2-TZVPD

Each line ends with the natural charge from an NBO analysis.
Positions of all 9 atoms, in Å:
N  -1.0464  2.4812  -3.0386  -0.27
C  -0.5048  1.8584  -2.2454  -0.23
Si  -0.0703  0.6406  -0.9090  2.21
O  -1.4948  0.5839  -0.0523  -1.09
O  0.8538  1.3151  0.2035  -1.07
O  0.4259  -0.8176  -1.3644  -1.06
H  -2.1829  -0.0875  -0.2430  0.51
H  0.8898  2.2370  0.1893  0.50
H  1.2300  -0.8605  -1.8097  0.51

ΔE to the lowest compared entry with this formula, charge and spin	0.00	kJ/mol
highest occupied orbital energy	-11.9	eV
SMILES	N#C[Si](O)(O)O
lowest unoccupied orbital energy	0.2817	eV

Formula: C3H4O3
Source: OMol25
Level of theory: ωB97M-V/def2-TZVPD

Each line ends with the natural charge from an NBO analysis.
Positions of all 10 atoms, in Å:
O  2.5773  -0.2364  -0.1248  -0.48
C  1.4681  -0.4309  -0.5064  0.40
C  0.3290  0.4256  -0.2736  0.35
O  0.7194  1.6955  0.0615  -0.70
C  -1.0633  -0.0387  0.1567  -0.09
O  -0.7568  0.2769  -1.1285  -0.45
H  1.1277  -1.4587  -0.9832  0.10
H  0.6588  1.9794  0.9566  0.50
H  -1.4546  -1.0404  0.4122  0.19
H  -1.5339  0.7231  0.8014  0.17

ΔE to the lowest compared entry with this formula, charge and spin	277.85	kJ/mol
highest occupied orbital energy	-10.3	eV
SMILES	O=C[C@]1(O)CO1
lowest unoccupied orbital energy	0.6754	eV

Formula: C36H32BrMgN4O6S3
Source: OMol25
Level of theory: ωB97M-V/def2-TZVPD

Each line ends with the Mulliken charge.
Positions of all 83 atoms, in Å:
Mg  0.8229  -1.0070  0.3070  1.81
Br  -0.6229  -3.8359  2.8602  -0.09
C  -0.1853  -2.0759  3.4367  -0.13
C  -0.3399  -1.8440  4.7968  -0.76
C  -0.0639  -0.5785  5.2764  -0.60
C  0.3761  0.3899  4.3950  -0.64
C  0.5157  0.0631  3.0614  0.56
N  0.2124  -1.1593  2.5650  0.43
C  1.0642  1.1283  2.0993  0.01
O  1.5273  2.1413  2.6242  -0.90
O  0.9724  0.8687  0.8540  0.13
H  -0.6635  -2.6448  5.4448  0.44
H  -0.1867  -0.3575  6.3305  0.43
H  0.6363  1.3910  4.7032  0.52
O  4.8951  -1.9418  0.7012  -0.74
S  3.7715  -1.0444  0.8605  1.06
O  2.9602  -1.2534  2.0402  -0.61
N  2.7654  -1.0119  -0.3545  -0.23
C  3.1333  -0.7531  -1.6596  -0.11
C  4.4150  -0.6743  -2.1691  -0.51
C  4.6345  -0.4555  -3.5442  -0.92
C  3.6026  -0.3189  -4.4267  -0.95
C  2.2720  -0.3681  -3.9451  1.03
C  1.1439  -0.2415  -4.7847  -0.89
C  -0.1089  -0.2798  -4.2494  -1.18
C  -0.2500  -0.4275  -2.8570  -0.01
N  0.7629  -0.5486  -2.0381  0.59
C  2.0283  -0.5506  -2.5665  -0.01
C  4.5024  0.5798  0.9847  0.38
C  5.6838  0.6949  1.7142  -0.79
C  6.3074  1.9282  1.8133  -0.62
C  5.7512  3.0390  1.1860  -0.46
C  4.5692  2.9170  0.4710  -0.74
C  3.9385  1.6841  0.3618  0.70
H  5.2536  -0.8167  -1.5005  0.52
H  5.6553  -0.4132  -3.9067  0.39
H  3.7848  -0.1799  -5.4863  0.37
H  1.2900  -0.1302  -5.8539  0.38
H  -0.9924  -0.2064  -4.8717  0.46
H  -1.2432  -0.4723  -2.4193  0.29
H  6.1004  -0.1883  2.1829  0.41
H  7.2311  2.0249  2.3717  0.38
H  6.2430  4.0029  1.2577  0.37
H  4.1269  3.7877  0.0018  0.39
H  3.0049  1.5800  -0.1756  -0.04
O  -1.0333  -3.2751  -1.4853  -0.51
C  0.0011  -3.5641  -0.8704  -0.50
O  0.5997  -2.9020  0.0514  -0.54
H  0.4527  -4.5534  -1.0719  0.34
N  -1.3676  -0.4839  0.2960  0.26
S  -2.5660  -1.3005  0.8568  0.23
C  -3.5267  -2.1196  -0.4366  0.42
C  -4.1407  -1.4020  -1.4518  -0.35
C  -4.8171  -2.0823  -2.4522  -0.74
C  -4.8753  -3.4731  -2.4318  -0.47
C  -4.2535  -4.1807  -1.4136  -0.56
C  -3.5725  -3.5014  -0.4116  -0.22
C  -3.8468  -0.1457  1.3626  0.18
C  -4.9797  -0.6337  2.0026  -0.43
C  -5.9690  0.2497  2.4050  -0.69
C  -5.8192  1.6137  2.1701  -0.40
C  -4.6721  2.0897  1.5495  -0.72
C  -3.6713  1.2085  1.1522  -0.12
H  -1.6150  0.1454  -0.4685  -0.28
H  -4.1000  -0.3173  -1.4612  0.42
H  -5.2978  -1.5286  -3.2500  0.40
H  -5.3953  -4.0031  -3.2205  0.36
H  -4.2775  -5.2632  -1.4093  0.39
H  -3.0600  -4.0419  0.3772  0.35
H  -5.0888  -1.7016  2.1718  0.43
H  -6.8547  -0.1236  2.9050  0.38
H  -6.5951  2.3043  2.4788  0.38
H  -4.5457  3.1523  1.3802  0.43
H  -2.7497  1.5786  0.7088  0.33
C  0.3205  3.9680  0.2691  -0.92
S  -0.3627  2.7698  -0.8907  0.54
C  -1.1333  3.9469  -2.0247  -1.21
H  -0.4803  4.5439  0.7362  0.33
H  1.0021  4.6389  -0.2575  0.36
H  0.8630  3.4116  1.0374  0.05
H  -0.3843  4.6403  -2.4131  0.33
H  -1.9258  4.5095  -1.5253  0.31
H  -1.5600  3.3841  -2.8570  0.31

ΔE to the lowest compared entry with this formula, charge and spin	35.03	kJ/mol
highest occupied orbital energy	-4.9	eV
lowest unoccupied orbital energy	2.2093	eV
net charge	-1